A molecular structure, C34H39BCsF5N12OSSi, computed with ωB97M-V with the def2-TZVPD basis set.

2S+1: 2
E_HOMO (spin up / spin down) in eV: -4.944 / -4.944
Net charge: -1
Total energy in hartree: -3283.51547

Last column: Mulliken charge in e.
Cartesian coordinates (Å):
Cs 0.6218 -0.0226 -1.0611  1.159
C -3.2743 -3.1526 -0.2533  -1.138
C -2.7172 -1.8865 -0.5235  -0.642
N -1.4736 -1.9978 -0.9662  -0.439
N -1.2033 -3.3153 -1.0031  1.193
C -2.2669 -4.0361 -0.5746  -0.278
B 0.1502 -3.9493 -1.4216  -0.438
N 1.0226 -2.9471 -2.2133  1.196
C 2.3752 -2.9569 -2.2650  -0.409
C 2.7732 -2.0218 -3.1953  -0.617
C 1.5650 -1.4864 -3.6771  -0.571
N 0.5214 -2.0502 -3.0849  -1.079
N 0.9263 -4.3614 -0.1475  0.815
C 1.1775 -5.5755 0.4042  -0.372
C 1.8655 -5.3698 1.5785  -1.098
C 1.9947 -3.9713 1.6619  -0.300
N 1.4262 -3.3680 0.6300  0.147
N -0.1879 -5.1383 -2.3704  0.700
C -0.8362 -4.9411 -3.5428  -0.276
C -0.9570 -6.1581 -4.1698  -0.846
C -0.3397 -7.0605 -3.2836  -0.432
N 0.1215 -6.4443 -2.2053  -1.020
H -4.2629 -3.3839 0.1103  0.444
H -3.1757 -0.9105 -0.4217  0.470
H -2.2334 -5.1155 -0.5376  0.421
H 2.9616 -3.6287 -1.6581  0.445
H 3.7780 -1.7710 -3.4925  0.412
H 1.4211 -0.7277 -4.4333  0.433
H 0.8627 -6.4764 -0.0916  0.417
H 2.2264 -6.1158 2.2683  0.427
H 2.4790 -3.3809 2.4298  0.149
H -1.1500 -3.9505 -3.8393  0.440
H -1.4196 -6.3670 -5.1212  0.393
H -0.2095 -8.1288 -3.3871  0.414
N -0.9535 -2.2747 2.3809  0.025
C -2.1389 -2.1062 3.2148  -0.582
C -2.1845 -0.6667 3.7298  -0.652
N -2.1108 0.3161 2.6499  -0.194
H -1.0283 -3.0485 1.7325  -0.043
H -0.1131 -2.4097 2.9280  -0.023
H -2.1887 -2.8027 4.0626  0.403
H -3.0199 -2.2824 2.5936  0.279
H -1.3251 -0.5100 4.3940  0.109
H -3.0905 -0.4946 4.3149  0.480
H -1.3159 0.0263 2.0894  0.024
H -2.9156 0.2294 2.0361  0.145
S -4.2036 2.0843 -0.1138  -0.423
C -3.3504 3.5148 0.0473  0.268
N -2.5815 3.7107 1.1658  0.083
C -1.8834 4.8437 1.4407  0.021
C -1.9187 5.8922 0.5898  -0.794
C -2.6625 5.7492 -0.6074  0.001
C -3.3542 4.6052 -0.8721  -0.692
H -2.5274 2.9126 1.7889  0.061
H -1.3080 4.8427 2.3566  0.273
H -1.3481 6.7866 0.7898  0.405
H -2.6610 6.5591 -1.3273  0.399
H -3.9203 4.4776 -1.7817  0.375
F 2.8988 7.2360 -3.2174  -0.352
C 2.6229 5.9869 -2.7866  0.474
C 1.4982 5.7324 -2.0255  0.054
F 0.6712 6.7469 -1.7105  -0.308
C 1.2248 4.4553 -1.5924  0.580
F 0.1114 4.2481 -0.8579  0.055
C 2.0347 3.3274 -1.8743  -0.912
O 1.7469 2.1527 -1.4607  -0.659
C 3.1693 3.6500 -2.6602  0.484
F 4.0126 2.6586 -3.0018  -0.330
C 3.4526 4.9267 -3.0992  0.132
F 4.5464 5.1543 -3.8432  -0.323
C 4.3745 1.0841 4.2744  -1.052
Si 2.8581 0.1880 3.6202  0.010
C 2.5684 -1.3188 4.7110  -1.180
C 3.2094 -0.3749 1.8813  -0.009
N 1.5337 1.2961 3.5726  -0.114
C 0.7667 1.8422 4.4975  -0.363
C 0.8900 1.5715 5.9026  0.100
C 0.0655 2.1797 6.8171  -0.812
C -0.9136 3.0865 6.3914  -0.592
C -1.0470 3.3910 5.0356  -0.190
C -0.2317 2.7912 4.1044  0.430
H 5.2294 0.4017 4.3092  0.324
H 4.2082 1.4814 5.2815  0.292
H 4.6337 1.9228 3.6199  0.308
H 3.2966 -2.1012 4.4747  0.385
H 1.5658 -1.7323 4.5467  0.336
H 2.6611 -1.0812 5.7754  0.490
H 4.1968 -0.8461 1.8208  0.279
H 3.2084 0.4857 1.2025  0.224
H 2.4725 -1.1009 1.5211  -0.588
H 1.6602 0.8793 6.2249  0.229
H 0.1723 1.9598 7.8720  0.393
H -1.5654 3.5558 7.1174  0.375
H -1.8041 4.1033 4.7262  0.370
H -0.3006 3.0024 3.0443  0.390

---

A molecular structure, C34H39BrMgN4O2P2, computed with ωB97M-V with the def2-TZVPD basis set.

E_HOMO in eV: -7.756
Total energy in hartree: -5145.27880

Last column: Mulliken charge in e.
Cartesian coordinates (Å):
Mg 0.4723 0.2992 -0.1431  1.942
C -7.0267 -5.1506 0.1952  -0.380
C -6.5245 -4.6280 -0.9325  -0.332
C -7.1736 -3.6484 -1.8690  -0.612
C -8.2224 -2.7051 -1.2440  -0.847
C -7.7684 -1.9211 -0.0382  -0.296
C -7.8256 -2.3250 1.2342  -0.516
C -8.3970 -3.6189 1.7733  -0.535
C -8.3622 -4.8281 0.8169  -0.864
C 0.7702 1.7000 1.4607  -1.707
H -6.5064 -5.9783 0.6944  0.356
H -5.5788 -5.0150 -1.3173  0.679
H -7.6869 -4.1920 -2.6852  0.300
H -6.3673 -3.0634 -2.3427  0.184
H -8.5361 -1.9915 -2.0235  0.438
H -9.1120 -3.2901 -0.9828  0.292
H -7.4807 -0.8874 -0.2691  0.411
H -7.5435 -1.6333 2.0353  0.412
H -9.4567 -3.4758 2.0622  0.287
H -7.8526 -3.8523 2.7036  0.349
H -8.6904 -5.7113 1.3926  0.401
H -9.1114 -4.6800 0.0285  0.292
H 1.6226 1.3540 2.0641  0.385
H -0.0623 1.9699 2.1159  0.522
H 1.0710 2.5780 0.8754  0.352
P -2.0590 1.0349 -0.1161  -0.133
P -1.0628 -1.5200 -1.3667  -0.354
N -3.0047 1.3519 1.3433  0.604
N -2.1716 2.5957 -0.8942  0.509
N -1.7274 -2.9508 -0.5813  0.370
N -0.4009 -2.4027 -2.7537  0.553
C -3.2986 0.1165 -1.0738  -1.415
C -2.6574 -0.8671 -2.0491  -1.025
C -2.5478 0.8856 2.5878  -0.543
C -3.4927 1.2029 3.5529  -0.664
C -4.5791 1.8740 2.8881  -0.723
C -4.2600 1.9342 1.5339  -0.382
C -1.4269 3.6784 -0.4136  -0.497
C -1.5599 4.7412 -1.2975  -0.706
C -2.4095 4.3025 -2.3725  -0.684
C -2.7564 2.9863 -2.1060  -0.319
C -1.2195 -3.4055 0.6368  -0.446
C -2.0893 -4.3523 1.1510  -1.023
C -3.1713 -4.4981 0.2225  -0.218
C -2.9067 -3.6566 -0.8397  -0.532
C -0.7493 -3.5580 -3.4705  -0.354
C 0.1791 -3.7527 -4.4951  -0.564
C 1.1376 -2.6877 -4.4046  -0.691
C 0.7535 -1.8783 -3.3481  -0.313
H -3.9831 0.7981 -1.5851  0.704
H -3.8950 -0.4213 -0.3223  0.357
H -3.3650 -1.6652 -2.2937  0.514
H -2.3837 -0.4078 -3.0103  0.446
H -1.5977 0.3758 2.6682  0.444
H -3.4302 0.9874 4.6139  0.439
H -5.4831 2.2530 3.3481  0.438
H -4.8156 2.3010 0.6806  0.475
H -0.8402 3.5847 0.4910  0.423
H -1.1134 5.7267 -1.1939  0.432
H -2.7406 4.8843 -3.2239  0.431
H -3.3665 2.2912 -2.6690  0.380
H -0.2788 -3.0233 0.9977  0.528
H -1.9705 -4.9182 2.0689  0.420
H -4.0298 -5.1515 0.3034  0.331
H -3.4580 -3.4937 -1.7552  0.521
H -1.6117 -4.1448 -3.1955  0.368
H 0.1847 -4.5545 -5.2249  0.426
H 2.0156 -2.5460 -5.0250  0.431
H 1.2065 -0.9935 -2.9292  0.171
Br 4.0376 -1.6179 1.3769  -0.129
C 4.9398 -0.5561 0.1255  -0.039
C 6.3316 -0.3703 0.2887  -0.461
C 7.0013 0.6508 -0.4261  -0.426
C 6.2777 1.5088 -1.2613  -0.572
C 4.9145 1.3005 -1.4470  -0.392
C 4.2530 0.2328 -0.8454  0.149
C 2.7530 0.1803 -0.9607  1.541
O 2.0365 1.1704 -1.3538  -0.996
O 2.1331 -0.8802 -0.5550  -0.769
H 6.8640 -0.9954 1.0198  0.362
H 8.0743 0.8003 -0.2450  0.343
H 6.7791 2.3454 -1.7607  0.362
H 4.3184 1.9896 -2.0431  0.385